Molecular formula: C4H6N4O
Method: DFT, wB97M-V/def2-TZVPD

Each line ends with the Mulliken charge.
Element x y z (Å)
C1 -2.886 0.292 0.050  0.138
N1 -2.110 1.284 0.197  -0.444
N2 -0.711 1.168 -0.213  -0.303
C2 -0.302 -0.032 -0.226  0.498
N3 1.060 -0.315 -0.495  -0.297
C3 2.115 -0.531 0.465  -0.312
C4 2.036 0.778 -0.283  -0.483
N4 -1.110 -1.089 0.149  -0.246
O1 -2.483 -0.966 -0.416  -0.261
H1 -3.949 0.423 0.493  0.339
H2 1.837 -0.472 1.474  0.312
H3 2.960 -1.177 0.145  0.219
H4 1.663 1.709 0.150  0.268
H5 2.679 0.890 -1.127  0.255
H6 -0.800 -1.963 -0.364  0.317

The value obtained for the lowest unoccupied orbital energy is 0.7 eV. The calculation puts the largest force on an atom at 3.351 eV Å⁻¹. Its SMILES is C1=NN=C(N2CC2)NO1. For the HOMO energy, the calculation gives -9.06 eV. Its charge is 0. For the energy above the lowest of the compared OMol25 structures with the same formula, charge and spin, the calculation gives 109.2 kcal/mol.

Molecular formula: C6H13N2
Method: DFT, wB97M-V/def2-TZVPD

Each line ends with the Mulliken charge.
Element x y z (Å)
C1 0.047 -1.963 0.425  -0.989
N1 0.073 -0.497 0.828  -0.230
C2 -1.194 0.013 1.393  -0.552
C3 -1.194 1.448 1.094  -0.354
C4 -0.350 1.656 0.091  -0.476
N2 0.390 0.401 -0.355  0.390
C5 -0.185 -0.168 -1.635  -1.135
C6 1.864 0.675 -0.513  -0.967
H1 0.743 -1.975 -0.349  0.426
H2 0.518 -2.383 1.266  0.401
H3 -0.924 -2.550 0.267  0.272
H4 -1.227 -0.380 2.553  0.372
H5 -2.100 -0.510 1.096  0.319
H6 -1.830 2.098 1.551  0.534
H7 -0.273 2.649 -0.362  0.424
H8 -1.175 -0.248 -1.562  0.396
H9 0.047 0.601 -2.380  0.405
H10 0.311 -1.043 -1.787  0.549
H11 2.311 -0.215 -0.389  0.386
H12 2.045 1.006 -1.454  0.441
H13 2.106 1.385 0.222  0.391

The value obtained for the lowest unoccupied orbital energy is -2.7 eV. The calculation puts the largest force on an atom at 5.047 eV Å⁻¹. Its SMILES is CN1CC=C[N+]1(C)C. For the HOMO energy, the calculation gives -13.89 eV. Its charge is +1. For the energy above the lowest of the compared OMol25 structures with the same formula, charge and spin, the calculation gives 90.8 kcal/mol.

Molecular formula: C3H8N4
Method: DFT, wB97M-V/def2-TZVPD

Each line ends with the Mulliken charge.
Element x y z (Å)
H1 0.133 -2.352 0.063  0.265
N1 0.844 -1.619 0.126  -0.265
N2 0.878 -1.171 1.325  -0.142
C1 0.991 0.023 1.778  0.085
C2 0.781 1.269 0.969  -0.316
N3 0.494 2.306 1.640  -0.596
H2 1.303 0.118 2.817  0.354
H3 0.452 3.139 1.051  0.277
C3 -1.419 -0.373 -1.449  -0.760
N4 0.011 -0.293 -1.176  -0.458
H4 -1.962 -0.165 -0.525  0.300
H5 -1.740 0.355 -2.203  0.314
H6 -1.688 -1.369 -1.806  0.309
H7 0.591 -0.454 -1.996  0.292
H8 0.331 0.588 -0.614  0.342

The value obtained for the lowest unoccupied orbital energy (spin up / spin down) is -0.5 / -0.5 eV. The calculation puts the largest force on an atom at 0.733 eV Å⁻¹. Its SMILES is [H]/N=N/C=C=N.CN. For the HOMO energy (spin up / spin down), the calculation gives -6.82 / -6.82 eV. Its charge is 0. For the energy above the lowest of the compared OMol25 structures with the same formula, charge and spin, the calculation gives 149.1 kcal/mol.